(1)
Here is a molecular structure, C29H33Cl3MgN6O4SSe2 from the OMol25 dataset. Energies are from ωB97M-V/def2-TZVPD.

net charge: +2
highest occupied orbital energy: -14.32 eV
2S+1: 1
orbital gap: 8.43 eV
energy relative to the best compared isomer or geometry (same formula, charge and spin): 0.00 kcal/mol

Structure (XYZ):
```
79
Properties=species:S:1:pos:R:3:forces:R:3
Mg 0.7055 0.2837 -1.8345 0.0 0.1 0.0
C 0.0031 3.7769 -2.5303 0.0 0.0 0.0
C -0.9362 2.8255 -1.8370 0.0 -0.1 0.0
C -1.4413 1.6868 -2.4836 0.0 0.0 -0.1
C -2.4514 0.9063 -1.9093 0.0 0.0 0.0
C -3.1021 -0.2118 -2.6761 0.0 0.0 0.0
C -2.9070 1.2416 -0.6407 0.0 0.0 0.0
C -2.4034 2.3456 0.0399 0.0 0.0 0.0
C -2.9744 2.7538 1.3694 0.0 0.0 0.0
C -1.4108 3.1182 -0.5637 0.0 0.0 0.1
H 0.1979 3.4764 -3.5589 0.0 0.0 0.0
H 0.9575 3.8686 -2.0064 0.0 0.0 0.0
H -0.4382 4.7735 -2.5560 0.0 0.0 0.0
H -1.1792 1.5077 -3.5235 0.0 0.1 0.1
H -4.0926 0.0983 -3.0139 0.0 0.0 0.0
H -3.2409 -1.0987 -2.0555 0.0 0.0 0.0
H -2.5300 -0.4845 -3.5626 0.0 0.0 0.0
H -3.7046 0.6582 -0.1922 0.0 0.0 0.0
H -3.6564 3.5958 1.2375 0.0 0.0 0.0
H -2.1975 3.0874 2.0578 0.0 0.0 0.0
H -3.5399 1.9456 1.8319 0.0 0.0 0.0
H -1.0500 4.0069 -0.0550 0.0 0.0 0.0
Se 3.8867 2.4323 -2.3748 0.0 0.0 0.0
Se 2.6773 1.8488 -0.4997 0.0 -0.1 0.0
C 3.2239 -0.0035 -0.4187 0.0 0.0 0.0
C 4.2952 -0.4229 0.3443 0.0 0.0 0.0
C 4.6350 -1.7699 0.2966 0.0 0.0 0.0
C 3.8974 -2.6227 -0.5079 0.0 0.0 0.0
C 2.8329 -2.1082 -1.2289 0.0 0.0 0.0
N 2.4910 -0.8179 -1.1847 0.0 0.0 0.0
C 2.7220 1.9220 -3.8157 0.0 0.0 0.0
C 3.1418 2.4419 -5.0371 0.0 0.0 0.0
C 2.4284 2.1398 -6.1775 0.0 0.0 0.0
C 1.3071 1.3289 -6.0602 0.0 0.0 0.0
C 0.9634 0.8657 -4.8127 0.0 0.0 0.0
N 1.6496 1.1403 -3.6803 -0.1 0.1 0.0
H 4.8541 0.2808 0.9447 0.0 0.0 0.0
H 5.4698 -2.1426 0.8751 0.0 0.0 0.0
H 4.1374 -3.6740 -0.5778 0.0 0.0 0.0
H 2.2326 -2.7480 -1.8635 0.0 0.0 0.0
H 4.0117 3.0846 -5.0826 0.0 0.0 0.0
H 2.7321 2.5377 -7.1364 0.0 0.0 0.0
H 0.7051 1.0659 -6.9178 0.0 0.0 0.0
H 0.0869 0.2443 -4.7018 0.0 0.0 0.0
C -0.7263 -0.4284 8.2148 0.0 0.0 0.0
C -0.3154 -0.3586 6.7480 0.0 0.0 0.0
S -0.6683 -1.9156 5.9637 0.0 0.0 0.0
O -2.0923 -2.1149 5.9654 0.0 0.0 0.0
O 0.2282 -2.9050 6.4852 0.0 0.0 0.0
C -0.1993 -1.6866 4.2408 0.0 0.0 0.0
C -1.2522 -0.9186 3.4600 0.0 0.0 0.0
N -0.9958 -0.9840 2.0097 0.0 0.1 0.0
C -0.3151 -0.0733 1.2832 0.0 -0.1 0.0
N -0.2420 -0.4364 -0.0027 0.0 0.1 0.1
C -0.9237 -1.6205 -0.0955 0.0 0.0 0.0
C -1.3801 -1.9663 1.1280 0.0 0.0 0.0
N -2.1124 -3.1648 1.4491 0.0 0.1 0.0
O -2.4491 -3.8368 0.4974 0.0 -0.1 0.0
O -2.3230 -3.4077 2.6155 0.0 0.0 0.1
C 0.2712 1.1496 1.8889 0.0 0.0 0.0
H -0.5096 0.5238 8.6953 0.0 0.0 0.0
H -0.1736 -1.2102 8.7322 0.0 0.0 0.0
H -1.7917 -0.6301 8.3085 0.0 0.0 0.0
H 0.7549 -0.1833 6.6315 0.0 0.0 0.0
H -0.8781 0.4071 6.2094 0.0 0.0 0.0
H -0.1178 -2.7121 3.8773 0.0 0.0 0.0
H 0.7874 -1.2219 4.2108 0.0 0.0 0.0
H -1.2702 0.1341 3.7333 0.0 0.0 0.0
H -2.2339 -1.3378 3.6557 0.0 0.0 0.0
H -1.0726 -2.1694 -1.0045 0.0 0.0 0.0
H -0.4121 1.6033 2.6040 0.0 0.0 0.0
H 0.4553 1.8852 1.1143 0.0 0.0 0.0
H 1.2022 0.9242 2.4142 0.0 0.0 0.0
Cl -1.3647 -3.6295 -5.4838 0.0 0.0 0.0
C -0.4509 -3.7996 -3.9975 0.0 -0.1 0.1
Cl 1.1230 -4.5491 -4.2802 0.0 0.0 0.0
Cl -1.3600 -4.6635 -2.7555 0.0 0.0 0.0
C -0.1980 -2.4561 -3.4499 0.1 0.1 -0.1
N 0.0162 -1.4319 -2.9862 0.0 -0.1 0.0
```
Forces are in eV/Å.

Löwdin atomic charges, in units of e:
1 Mg 0.54
2 C -0.03
3 C -0.27
4 C -0.08
5 C -0.27
6 C -0.03
7 C 0.00
8 C -0.25
9 C -0.03
10 C -0.01
11 H 0.08
12 H 0.06
13 H 0.10
14 H 0.10
15 H 0.10
16 H 0.08
17 H 0.06
18 H 0.14
19 H 0.10
20 H 0.08
21 H 0.08
22 H 0.14
23 Se 0.80
24 Se 0.74
25 C -0.62
26 C -0.06
27 C -0.01
28 C -0.01
29 C -0.09
30 N -0.04
31 C -0.63
32 C -0.09
33 C -0.01
34 C -0.02
35 C -0.14
36 N -0.01
37 H 0.12
38 H 0.13
39 H 0.13
40 H 0.10
41 H 0.11
42 H 0.13
43 H 0.12
44 H 0.09
45 C -0.10
46 C -0.30
47 S 0.64
48 O -0.29
49 O -0.28
50 C -0.20
51 C -0.13
52 N 0.08
53 C -0.29
54 N 0.07
55 C -0.04
56 C -0.11
57 N -0.32
58 O 0.10
59 O 0.14
60 C 0.00
61 H 0.09
62 H 0.09
63 H 0.08
64 H 0.11
65 H 0.10
66 H 0.11
67 H 0.11
68 H 0.12
69 H 0.12
70 H 0.08
71 H 0.08
72 H 0.02
73 H 0.10
74 Cl 0.70
75 C -1.61
76 Cl 0.68
77 Cl 0.70
78 C -0.32
79 N 0.21

(2)
Here is 3 unconnected molecules or ions with the total composition C15H38BFN2S from the OMol25 dataset. Energies are from ωB97M-V/def2-TZVPD.

highest occupied orbital energy: -7.94 eV
SMILES: CCN(CC)CC.CCN(CC)CC.FBCCCS
2S+1: 1
orbital gap: 8.60 eV

Structure (XYZ):
```
58
Properties=species:S:1:pos:R:3:forces:R:3
C -2.5888 0.5915 4.2316 -0.1 0.0 0.0
C -1.9243 1.9594 4.2770 -0.1 -0.1 0.0
N -0.6020 1.9738 3.6825 0.1 0.0 0.0
C 0.1373 3.1938 3.9511 0.1 0.1 0.1
C -0.3969 4.5115 3.3737 0.1 0.0 0.0
C -0.5246 1.4681 2.3225 -0.1 -0.2 -0.2
C -1.3755 2.1581 1.2469 0.1 0.0 -0.1
H -1.9619 -0.1630 4.7082 0.0 0.0 0.0
H -3.5414 0.6287 4.7622 0.0 0.0 0.0
H -2.7994 0.2709 3.2101 0.0 0.0 0.0
H -1.8187 2.2500 5.3260 0.1 0.1 0.0
H -2.6032 2.6968 3.8185 0.0 0.0 0.0
H 1.1680 3.0520 3.6144 0.0 -0.1 -0.1
H 0.2015 3.3011 5.0389 -0.1 0.0 0.0
H -0.2071 4.5951 2.3045 -0.1 0.0 0.0
H 0.1067 5.3532 3.8540 0.0 0.0 0.0
H -1.4669 4.6330 3.5441 0.0 0.0 0.0
H -0.7963 0.4107 2.3395 0.0 0.0 0.0
H 0.5229 1.4776 2.0099 0.0 0.1 0.1
H -2.3855 2.3776 1.5955 0.0 0.0 0.0
H -1.4630 1.5009 0.3785 0.0 0.0 0.0
H -0.9237 3.0865 0.8989 -0.1 0.1 0.1
C 0.7545 -0.0512 -1.8488 -0.1 0.1 0.0
C 2.2223 0.2378 -2.1191 -0.1 0.0 -0.1
N 3.1192 -0.7254 -1.5092 0.1 0.0 0.1
C 4.5121 -0.3148 -1.5411 0.1 0.1 0.1
C 5.2001 -0.1814 -2.9060 0.1 0.0 0.0
C 2.8604 -2.1169 -1.8319 -0.2 -0.2 0.0
C 2.8877 -2.5342 -3.3096 0.0 -0.1 0.0
H 0.5522 -0.1055 -0.7771 0.0 0.0 0.0
H 0.1446 0.7511 -2.2674 0.0 0.0 0.0
H 0.4247 -0.9831 -2.3097 0.0 0.0 0.0
H 2.4559 1.2204 -1.7004 0.1 0.0 0.0
H 2.3700 0.3230 -3.2079 0.0 0.0 0.0
H 5.0884 -1.0058 -0.9199 -0.1 -0.1 0.0
H 4.5761 0.6520 -1.0320 -0.1 0.0 0.0
H 5.4444 -1.1514 -3.3368 -0.1 0.0 0.0
H 6.1401 0.3620 -2.7907 0.0 0.0 0.0
H 4.5918 0.3706 -3.6229 0.0 0.0 0.0
H 1.8812 -2.3799 -1.4225 0.0 0.1 0.0
H 3.5681 -2.7320 -1.2710 0.1 0.1 0.0
H 2.3747 -1.8166 -3.9510 0.0 0.0 0.0
H 2.3863 -3.4973 -3.4272 0.0 0.0 0.0
H 3.9036 -2.6596 -3.6805 0.0 0.1 0.0
F -5.3989 -1.9765 -0.7773 -0.9 -0.1 1.6
B -4.8142 -1.8629 -1.9275 0.6 0.1 -1.6
C -3.6578 -2.8420 -2.2714 -0.1 0.3 0.0
C -2.3106 -2.1163 -1.9564 -0.7 -0.8 0.4
C -1.5901 -2.7867 -0.7778 -0.8 0.6 -0.3
S -1.9382 -1.9582 0.7945 0.7 0.2 0.8
H -5.1802 -0.9703 -2.6290 0.0 0.1 -0.1
H -3.7845 -3.7144 -1.6463 0.2 -0.4 0.2
H -3.7052 -3.1739 -3.3006 0.1 0.0 -0.3
H -2.5369 -1.1010 -1.6674 0.3 0.6 -0.1
H -1.6896 -2.0929 -2.8343 0.3 0.0 -0.4
H -1.8177 -3.8392 -0.7373 -0.1 -0.4 0.1
H -0.5218 -2.6913 -0.8796 0.5 0.1 0.1
H -3.2702 -1.8632 0.9050 -0.1 -0.4 -0.6
```
Forces are in eV/Å.

Löwdin atomic charges, in units of e:
1 C -0.09
2 C -0.28
3 N -0.20
4 C -0.25
5 C -0.09
6 C -0.25
7 C -0.08
8 H 0.08
9 H 0.07
10 H 0.05
11 H 0.12
12 H 0.10
13 H 0.11
14 H 0.11
15 H 0.05
16 H 0.07
17 H 0.06
18 H 0.06
19 H 0.11
20 H 0.07
21 H 0.05
22 H 0.05
23 C -0.09
24 C -0.27
25 N -0.20
26 C -0.25
27 C -0.09
28 C -0.24
29 C -0.08
30 H 0.07
31 H 0.08
32 H 0.05
33 H 0.12
34 H 0.10
35 H 0.11
36 H 0.11
37 H 0.05
38 H 0.07
39 H 0.06
40 H 0.09
41 H 0.12
42 H 0.07
43 H 0.07
44 H 0.05
45 F 0.18
46 B -0.35
47 C -0.13
48 C -0.27
49 C -0.54
50 S 0.73
51 H 0.08
52 H 0.09
53 H 0.10
54 H 0.08
55 H 0.10
56 H 0.06
57 H 0.03
58 H -0.15

(3)
Here is 42 unconnected molecules or ions with the total composition C2H87O42 from the OMol25 dataset. Energies are from ωB97M-V/def2-TZVPD.

net charge: -1
highest occupied orbital energy: -6.56 eV
2S+1: 1
orbital gap: 7.31 eV
energy relative to the best compared isomer or geometry (same formula, charge and spin): 23.53 kcal/mol

Structure (XYZ):
```
131
Properties=species:S:1:pos:R:3:forces:R:3
C -0.1222 0.8353 -0.2188 -0.2 1.5 -0.1
C 0.0158 -0.5675 0.2250 0.7 -2.1 -1.4
O 0.4059 -1.4590 -0.7932 -0.3 0.4 -0.1
H 0.6924 1.1828 -0.8542 0.3 -0.1 0.1
H -0.1812 1.4816 0.6570 0.1 0.3 0.1
H -1.0386 1.0262 -0.7771 -0.1 -0.2 -0.2
H -0.9653 -0.8532 0.6045 -0.6 -0.2 0.5
H 0.7290 -0.7072 1.0373 0.2 0.5 0.6
O 1.8663 -0.7159 -3.2188 0.1 0.4 -1.0
H 2.3850 0.0222 -2.8988 0.5 0.2 0.6
H 1.1481 -0.7947 -2.5910 -0.6 0.0 1.1
O 2.1456 -5.5805 0.2746 0.0 -0.8 0.8
H 2.2255 -4.6300 0.1951 0.2 0.4 -0.2
H 1.9747 -5.8825 -0.6175 -0.1 0.1 -0.4
O 3.3293 2.2607 0.6556 0.1 -0.3 0.2
H 4.1237 2.7838 0.5483 0.3 0.2 0.0
H 2.6412 2.7814 0.2414 -0.6 0.4 -0.6
O 1.8032 -3.7053 2.9911 0.2 0.4 0.4
H 2.6320 -3.3445 2.6763 0.5 0.0 -0.4
H 1.1788 -3.5197 2.2897 -0.5 -0.4 -0.4
O 0.0917 4.2101 1.9601 -0.1 0.8 -0.6
H -0.2502 3.3181 2.0209 0.0 -0.3 0.0
H 0.4407 4.3932 2.8324 0.1 0.0 0.3
O 4.2839 -2.5239 -2.9429 0.1 -0.5 0.1
H 4.1395 -1.5899 -3.0945 -0.3 0.4 0.0
H 5.2133 -2.5905 -2.7236 0.3 0.0 0.0
O 1.4846 4.0378 4.5871 0.0 0.1 0.0
H 2.3502 3.9897 4.9929 0.4 -0.1 0.1
H 0.9393 4.4815 5.2367 -0.3 0.1 0.2
O -5.0066 1.2089 2.2479 -0.2 1.0 0.3
H -4.3341 0.5279 2.2618 0.2 -0.7 0.0
H -5.7306 0.8212 1.7563 -0.1 -0.1 -0.1
O -2.5367 -3.6179 2.9967 -0.8 -0.3 0.2
H -2.7710 -2.7812 3.3984 0.1 0.1 0.1
H -1.7077 -3.4459 2.5502 0.8 -0.2 -0.5
O -1.9064 5.0847 -0.0560 0.1 0.2 -0.3
H -2.3417 4.2453 -0.2048 -0.3 -0.3 -0.1
H -1.3491 4.9340 0.7075 0.4 0.0 0.2
O -1.2251 -4.7752 -1.5719 -0.4 -0.1 0.5
H -0.5279 -4.5355 -2.1824 0.5 0.2 -0.3
H -1.9644 -5.0110 -2.1324 -0.1 -0.1 -0.2
O -1.1579 0.6741 3.5005 -0.6 -0.1 0.1
H -0.3504 1.0167 3.1173 0.9 0.0 -0.4
H -0.9390 0.5144 4.4186 0.2 -0.1 0.3
O -3.1186 -0.8892 2.4032 -0.9 -0.2 0.0
H -2.5259 -0.3906 2.9656 0.8 0.4 0.2
H -2.7524 -0.7936 1.5240 0.3 0.0 -0.4
O -1.4949 -0.2502 -4.4985 0.4 0.4 -0.1
H -2.1090 -0.4871 -5.1935 -0.2 0.1 -0.1
H -1.7055 -0.8454 -3.7790 -0.3 -0.4 -0.1
O 3.5774 -0.5931 1.6197 -0.2 0.1 0.3
H 3.4573 0.3563 1.5996 -0.1 0.3 0.0
H 3.2371 -0.8960 0.7778 0.0 -0.6 -0.5
O 1.5521 6.4872 0.3241 0.1 0.0 -0.2
H 1.5996 5.9809 1.1350 -0.3 -0.3 0.2
H 2.2057 7.1779 0.4338 0.1 0.3 -0.1
O 4.1627 0.0197 4.7010 0.9 0.3 0.4
H 3.2151 -0.1151 4.7119 -0.7 -0.3 -0.3
H 4.3073 0.6497 3.9950 0.0 0.0 -0.2
O 2.2918 3.9463 -4.3089 0.4 0.4 -0.4
H 2.1286 3.6659 -3.4083 -0.3 0.2 0.4
H 1.8539 3.2879 -4.8483 -0.2 0.0 0.1
O -5.4023 -2.4737 3.5290 -0.4 0.0 0.4
H -4.5083 -2.2475 3.2723 0.1 0.2 -0.3
H -5.7966 -2.8326 2.7341 0.0 -0.1 -0.2
O 1.5020 -0.7132 4.3504 -0.3 0.7 0.3
H 1.2841 -1.1339 3.5187 0.2 -0.2 -0.4
H 1.1693 -1.3137 5.0175 0.1 -0.6 0.3
O 3.9076 0.8304 -1.9228 0.0 -0.3 -0.3
H 4.4212 1.5593 -2.2710 0.1 0.2 -0.3
H 3.6032 1.1377 -1.0689 -0.1 0.1 0.5
O 0.5538 -1.9777 -5.8559 0.4 -0.1 -0.2
H 0.5135 -1.1425 -5.3899 -0.1 0.4 0.2
H -0.3614 -2.2363 -5.9645 -0.1 -0.2 0.1
O 1.4462 4.2500 -1.5923 0.5 -0.8 0.2
H 1.4839 5.0948 -1.1437 0.0 0.6 0.3
H 0.5874 3.8947 -1.3630 -0.5 0.0 -0.1
O -5.8386 3.8219 -1.6820 -0.3 0.4 -0.5
H -6.3028 3.1194 -2.1373 -0.2 -0.1 -0.2
H -5.3318 3.3748 -1.0042 0.5 -0.2 0.6
O 2.3872 -5.2372 -2.4730 0.4 -1.0 -0.2
H 3.2984 -5.2393 -2.1800 0.2 -0.1 0.1
H 2.1707 -4.3106 -2.5768 -0.4 0.7 -0.2
O 1.4255 1.9910 2.7331 -0.3 -0.9 0.2
H 2.0818 2.4146 2.1797 0.2 0.0 -0.4
H 1.3790 2.5418 3.5146 0.0 0.2 0.5
O 2.8003 1.1521 -5.2418 0.4 0.0 -0.2
H 2.3101 0.8490 -4.4776 -0.3 -0.3 0.0
H 2.1592 1.6374 -5.7612 -0.1 -0.1 -0.2
O 2.9654 -2.8897 -0.3631 0.3 -0.1 0.9
H 3.5076 -2.9225 -1.1512 0.3 0.1 -0.5
H 2.2233 -2.3357 -0.6052 -1.1 0.5 -0.2
O -2.9213 5.7560 3.0500 -0.1 0.7 0.3
H -2.2959 5.2199 2.5624 0.1 -0.3 -0.2
H -3.5259 5.1246 3.4398 0.0 0.0 0.0
O -0.4222 2.3677 -4.2848 0.5 0.3 0.1
H -0.5467 1.4958 -3.9101 -0.2 -0.5 -0.2
H -1.2338 2.8336 -4.0836 0.0 0.4 -0.2
O -3.1912 3.8735 -3.3230 0.4 0.0 -0.5
H -2.7986 3.0197 -3.1413 -0.1 -0.2 0.2
H -3.8369 3.9939 -2.6267 -0.5 0.2 0.3
O 0.9008 -3.1547 -2.9993 -0.4 -0.8 -0.4
H 1.2195 -2.4704 -3.5878 0.3 0.2 -0.5
H 0.7009 -2.6957 -2.1835 -0.4 0.5 1.0
O -3.6217 -3.0204 -0.0929 -0.4 0.4 -0.4
H -3.1865 -3.0739 0.7579 0.4 -0.1 0.7
H -4.0526 -3.8690 -0.1958 -0.1 -0.3 0.0
O -0.5300 -3.7397 1.0843 -0.1 0.3 1.2
H -0.3960 -2.8575 0.7380 0.4 0.4 -0.9
H -1.0613 -4.1798 0.4208 0.1 -0.4 -0.7
O 0.1595 -4.9106 -5.3257 -0.5 -0.3 -0.3
H 0.4410 -4.4351 -4.5440 0.2 0.3 0.4
H 0.9387 -5.3890 -5.6091 0.2 -0.1 0.0
O -3.8931 2.5185 -0.1485 0.3 0.7 -0.6
H -4.0241 1.6235 -0.4616 0.1 -0.6 0.1
H -3.9728 2.4539 0.8032 -0.2 -0.1 0.6
O -2.5153 3.0330 2.8908 0.1 0.4 -0.3
H -3.3888 2.9582 3.2751 -0.4 -0.2 0.0
H -2.2146 2.1287 2.8005 0.1 -0.5 0.3
O 5.7161 -2.1704 2.3478 0.6 -0.5 0.0
H 4.9016 -1.6740 2.2675 -0.4 0.4 -0.2
H 6.0588 -1.9316 3.2090 0.0 0.0 0.2
O -2.7106 -1.7748 -2.5554 -0.4 0.3 -0.6
H -1.9062 -1.4293 -2.1682 0.6 -0.2 0.8
H -3.0916 -2.3221 -1.8687 0.2 -0.4 0.4
O -4.6010 -0.2655 -0.3615 -0.2 0.6 0.2
H -4.3931 -1.1998 -0.3468 0.3 -0.7 0.1
H -5.1464 -0.1533 -1.1401 -0.1 0.0 -0.3
O 2.0613 -3.3958 5.7000 -0.1 0.3 0.9
H 2.1530 -3.4926 4.7521 -0.3 -0.3 -0.8
H 2.8722 -2.9695 5.9773 0.2 0.1 0.1
```
Forces are in eV/Å.

Löwdin atomic charge list, values in e, 99 entries:
1 C -0.07
2 C -0.44
3 O -0.33
4 H 0.07
5 H 0.05
6 H 0.07
7 H 0.07
8 H 0.09
9 O -0.05
10 H 0.00
11 H 0.01
12 O -0.08
13 H -0.03
14 H -0.01
15 O -0.03
16 H 0.08
17 H 0.04
18 O -0.02
19 H 0.05
20 H 0.01
21 O -0.04
22 H 0.01
23 H 0.02
24 O -0.03
25 H 0.02
26 H 0.05
27 O -0.02
28 H 0.07
29 H 0.07
30 O -0.05
31 H -0.02
32 H 0.04
33 O -0.05
34 H 0.00
35 H -0.01
36 O -0.04
37 H 0.00
38 H -0.03
39 O -0.03
40 H 0.02
41 H 0.05
42 O -0.03
43 H 0.02
44 H 0.08
45 O -0.04
46 H 0.02
47 H 0.03
48 O -0.03
49 H 0.06
50 H -0.01
51 O -0.03
52 H 0.01
53 H 0.02
54 O -0.03
55 H 0.02
56 H 0.05
57 O -0.06
58 H -0.03
59 H 0.01
60 O -0.07
61 H -0.02
62 H -0.02
63 O -0.04
64 H -0.03
65 H 0.03
66 O -0.04
67 H 0.03
68 H 0.04
69 O -0.02
70 H 0.06
71 H 0.00
72 O -0.05
73 H 0.00
74 H 0.02
75 O -0.03
76 H 0.01
77 H 0.04
78 O -0.05
79 H 0.03
80 H -0.02
81 O -0.06
82 H 0.04
83 H -0.03
84 O -0.05
85 H 0.01
86 H 0.00
87 O -0.04
88 H -0.02
89 H 0.03
90 O -0.04
91 H 0.01
92 H 0.00
93 O -0.05
94 H -0.02
95 H 0.01
96 O -0.03
97 H 0.00
98 H 0.01
99 O -0.04